Entry from OMol25: a structure of composition C54H124N6O11 at a distorted geometry (wB97M-V/def2-TZVPD).

The HOMO energy comes out at -7.57 eV. For the LUMO energy, the calculation gives 0.3 eV. The HOMO-LUMO gap is 7.9 eV. Its total energy is -3287.45454 a.u.

Element x y z (Å)
C (30.761, 12.026, -3.443)
C (31.489, 11.141, -2.428)
C (32.581, 10.351, -3.188)
C (33.677, 11.261, -3.765)
C (34.406, 11.938, -2.599)
C (33.457, 12.607, -1.583)
N (32.212, 11.847, -1.372)
O (31.440, 12.334, -0.300)
C (34.219, 12.696, -0.235)
C (33.125, 14.026, -2.058)
C (30.574, 10.120, -1.750)
H (29.991, 11.436, -3.950)
H (31.290, 12.649, -4.159)
H (30.087, 12.737, -2.944)
H (32.983, 9.635, -2.469)
H (32.127, 9.823, -4.031)
H (33.191, 11.985, -4.419)
H (34.463, 10.782, -4.350)
H (34.989, 12.784, -2.974)
H (35.125, 11.312, -2.070)
H (33.641, 13.320, 0.452)
H (34.526, 11.752, 0.207)
H (35.082, 13.344, -0.411)
H (33.981, 14.714, -2.051)
H (32.756, 14.031, -3.084)
H (32.457, 14.588, -1.399)
H (29.750, 10.641, -1.260)
H (31.112, 9.461, -1.074)
H (30.090, 9.481, -2.495)
H (31.867, 11.919, 0.459)
C (27.902, 18.172, -4.677)
C (28.866, 18.195, -5.885)
C (30.066, 19.132, -5.528)
C (31.124, 18.468, -4.629)
C (31.486, 17.108, -5.192)
C (30.346, 16.138, -5.433)
N (29.344, 16.864, -6.219)
O (28.377, 16.080, -6.898)
C (30.823, 14.976, -6.320)
C (29.817, 15.605, -4.078)
C (28.215, 18.884, -7.093)
H (27.172, 17.366, -4.793)
H (27.323, 19.098, -4.679)
H (28.371, 18.072, -3.701)
H (30.619, 19.515, -6.391)
H (29.632, 20.027, -5.072)
H (30.729, 18.537, -3.611)
H (32.027, 19.082, -4.580)
H (32.261, 16.656, -4.561)
H (32.086, 17.232, -6.100)
H (31.714, 14.520, -5.887)
H (30.055, 14.236, -6.537)
H (31.105, 15.395, -7.287)
H (29.618, 16.314, -3.280)
H (28.901, 15.022, -4.231)
H (30.513, 14.833, -3.738)
H (27.767, 19.812, -6.727)
H (27.439, 18.266, -7.548)
H (28.911, 19.196, -7.873)
H (27.851, 15.735, -6.153)
C (34.856, 23.422, -5.582)
C (34.007, 22.217, -5.146)
C (33.136, 21.794, -6.318)
C (33.822, 20.965, -7.409)
C (34.636, 19.811, -6.786)
C (35.462, 20.187, -5.506)
N (34.719, 21.047, -4.597)
O (35.425, 21.436, -3.428)
C (35.745, 18.860, -4.828)
C (36.805, 20.691, -6.046)
C (33.035, 22.687, -4.057)
H (35.401, 23.171, -6.489)
H (35.468, 23.783, -4.751)
H (34.287, 24.335, -5.787)
H (32.297, 21.170, -5.979)
H (32.587, 22.552, -6.883)
H (34.470, 21.568, -8.055)
H (33.114, 20.561, -8.136)
H (35.326, 19.366, -7.504)
H (33.911, 19.002, -6.649)
H (34.913, 18.353, -4.326)
H (36.255, 18.104, -5.418)
H (36.351, 19.098, -3.941)
H (37.472, 21.099, -5.284)
H (37.330, 19.875, -6.538)
H (36.648, 21.486, -6.778)
H (33.538, 23.315, -3.319)
H (32.590, 21.871, -3.482)
H (32.203, 23.243, -4.487)
H (34.979, 20.884, -2.777)
C (27.356, 25.368, -8.176)
C (27.856, 24.273, -7.200)
C (29.378, 24.579, -7.161)
C (30.067, 23.994, -5.946)
C (29.366, 24.474, -4.677)
C (27.904, 24.092, -4.634)
N (27.262, 24.547, -5.868)
O (25.859, 24.475, -5.901)
C (27.717, 22.557, -4.404)
C (27.222, 24.911, -3.509)
C (27.625, 22.871, -7.716)
H (26.324, 25.094, -8.416)
H (27.906, 25.452, -9.113)
H (27.441, 26.356, -7.725)
H (29.814, 24.063, -8.025)
H (29.732, 25.596, -7.337)
H (31.044, 24.485, -5.881)
H (30.201, 22.915, -6.014)
H (29.310, 25.567, -4.753)
H (29.938, 24.270, -3.772)
H (27.678, 22.297, -3.344)
H (26.787, 22.164, -4.823)
H (28.496, 21.949, -4.870)
H (27.660, 24.892, -2.511)
H (27.188, 25.967, -3.805)
H (26.150, 24.743, -3.375)
H (26.564, 22.669, -7.514)
H (28.159, 22.062, -7.219)
H (27.696, 22.746, -8.798)
H (25.616, 25.407, -5.850)
C (34.602, 15.941, -6.396)
C (35.281, 15.323, -7.627)
C (35.400, 13.857, -7.325)
C (35.403, 12.879, -8.527)
C (34.265, 13.169, -9.516)
C (34.119, 14.664, -9.822)
N (34.324, 15.588, -8.692)
O (34.159, 16.943, -9.020)
C (35.045, 14.995, -11.023)
C (32.675, 14.896, -10.243)
C (36.648, 15.964, -7.946)
H (33.722, 15.359, -6.116)
H (34.164, 16.913, -6.622)
H (35.209, 16.000, -5.489)
H (36.338, 13.614, -6.815)
H (34.656, 13.453, -6.633)
H (35.311, 11.868, -8.123)
H (36.399, 12.907, -8.978)
H (33.358, 12.713, -9.108)
H (34.434, 12.617, -10.441)
H (36.092, 15.057, -10.722)
H (34.923, 14.288, -11.840)
H (34.777, 16.016, -11.302)
H (32.360, 14.154, -10.989)
H (31.932, 14.735, -9.456)
H (32.398, 15.855, -10.686)
H (37.259, 16.216, -7.073)
H (36.519, 16.835, -8.585)
H (37.331, 15.273, -8.452)
H (33.199, 17.091, -8.883)
C (29.908, 10.328, -10.982)
C (30.246, 9.811, -9.574)
C (31.410, 10.694, -9.106)
C (31.696, 10.570, -7.610)
C (30.407, 10.862, -6.858)
C (29.194, 9.961, -7.247)
N (29.090, 9.878, -8.699)
O (27.938, 9.222, -9.160)
C (29.303, 8.614, -6.540)
C (27.953, 10.697, -6.696)
C (30.749, 8.379, -9.717)
H (29.168, 9.729, -11.520)
H (30.794, 10.116, -11.588)
H (29.582, 11.364, -11.048)
H (32.327, 10.441, -9.642)
H (31.241, 11.756, -9.301)
H (32.379, 11.291, -7.152)
H (32.059, 9.567, -7.376)
H (30.002, 11.870, -6.733)
H (30.558, 10.659, -5.793)
H (29.386, 8.669, -5.449)
H (28.422, 7.980, -6.696)
H (30.149, 7.949, -6.744)
H (28.095, 11.053, -5.671)
H (27.771, 11.622, -7.245)
H (27.060, 10.072, -6.691)
H (31.117, 7.998, -8.763)
H (31.572, 8.259, -10.426)
H (29.987, 7.706, -10.122)
H (28.093, 8.298, -8.895)
O (31.556, 17.717, -8.344)
H (31.754, 17.581, -7.409)
H (30.743, 17.202, -8.479)
O (26.687, 15.136, -7.227)
H (26.456, 14.264, -7.565)
H (27.424, 14.975, -6.622)
O (26.597, 14.025, -5.823)
H (25.875, 14.410, -6.339)
H (26.159, 13.511, -5.136)
O (28.859, 16.772, -8.766)
H (28.610, 17.606, -9.180)
H (28.372, 16.755, -7.928)
O (24.575, 18.022, -8.437)
H (25.092, 18.758, -8.092)
H (24.839, 17.952, -9.361)

=====

Entry from OMol25: a cluster of 2 separate species, C5H14 in total at a distorted geometry (wB97M-V/def2-TZVPD).

The HOMO energy comes out at -11.30 eV. For the LUMO energy, the calculation gives 1.1 eV. Its SMILES is CCC.CC. The HOMO-LUMO gap is 12.4 eV. Its total energy is -198.87397 a.u.

Element x y z (Å)
C (-0.064, 0.154, 2.912)
C (0.768, -0.270, 1.697)
C (-0.012, -1.243, 0.821)
H (-0.947, 0.723, 2.595)
H (-0.493, -0.705, 3.429)
H (0.464, 0.774, 3.633)
H (1.707, -0.735, 2.019)
H (1.032, 0.672, 1.202)
H (-0.666, -1.853, 1.444)
H (0.551, -2.045, 0.326)
H (-0.521, -0.714, 0.008)
C (0.366, 0.391, -2.856)
C (-0.975, 0.928, -2.350)
H (0.417, 0.481, -3.938)
H (1.229, 0.925, -2.478)
H (0.509, -0.659, -2.601)
H (-0.805, 1.754, -1.662)
H (-1.660, 1.238, -3.145)
H (-1.563, 0.294, -1.675)